ORCA calculation (ωB97M-V/def2-TZVPD) on C4H6N2O in the gas phase.

XYZ file:
```
13
Properties=species:S:1:pos:R:3:forces:R:3
C -0.716 -0.558 -0.120 0.2 0.0 0.0
H -1.439 -1.365 -0.105 0.1 0.1 -0.1
C 0.572 -0.590 0.269 -0.3 0.1 0.0
H -2.496 1.438 0.196 0.1 0.0 0.0
H 2.146 1.054 0.173 -0.2 0.0 0.2
H -0.704 0.715 -1.834 -0.3 -0.3 -0.1
O -2.192 1.371 -0.716 0.0 0.2 0.3
N 1.353 -1.629 0.744 0.0 0.0 0.1
N 0.236 1.611 -0.395 0.2 -0.2 0.0
C -0.930 0.789 -0.763 0.1 -0.1 -0.2
H 2.186 -1.353 1.245 -0.1 0.0 0.0
H 0.847 -2.357 1.228 0.1 0.0 -0.1
C 1.101 0.774 0.037 0.0 0.2 0.0
```
Positions in Å, forces in eV/Å.

Its relative energy (zero: lowest compared OMol25 entry of this formula, charge and spin) is 160.7 kJ/mol. As for the frontier orbital gap: 9.25 eV. Its total energy is -340.73369 Eh. The structure (SMILES) is NC1=C[C@@H](O)N=C1. For the highest occupied orbital energy, the calculation gives -8.61 eV.